[1]
Entry from the Open Molecules 2025 dataset: a structure of composition C18H14EuO5P at a distorted geometry (wB97M-V/def2-TZVPD).

Geometry (Å):
O: 1.84437 1.91072 -5.03246
C: 1.23877 1.69445 -4.07705
Eu: 0.52707 0.48692 -0.10918
O: -1.50174 2.29092 -2.50457
C: -1.15329 1.55372 -1.67674
C: -1.79764 -0.04329 1.52560
O: -2.71281 -0.02528 2.26671
C: 1.35883 -1.60896 1.20274
O: 2.07767 -2.41204 1.62893
C: -0.79518 -1.66390 -1.13052
O: -1.07445 -2.51186 -1.83046
H: 1.67751 -0.07371 -1.50336
C: -0.10701 1.15601 3.95678
P: 0.96925 1.51560 2.50024
C: 0.33048 3.19917 2.19379
C: -1.03542 3.44740 2.00600
C: -1.53177 4.75764 1.97299
C: -0.63318 5.82782 2.05872
C: 0.74068 5.59253 2.12935
C: 1.22357 4.27887 2.15650
C: 2.57306 1.41655 3.35094
C: 3.41563 0.29921 3.18560
C: 4.44532 0.04252 4.10902
C: 4.62401 0.93355 5.16936
C: 3.80932 2.05476 5.34059
C: 2.78100 2.29542 4.41895
H: -1.17075 1.26325 3.72094
H: 0.20532 1.91936 4.69525
H: 0.10092 0.13496 4.31098
H: -1.74052 2.62160 1.93826
H: -2.60051 4.93401 1.91906
H: -1.02293 6.84985 2.05998
H: 1.43426 6.43178 2.19074
H: 2.29142 4.08526 2.19628
H: 3.23260 -0.39806 2.38376
H: 5.07537 -0.83675 3.98577
H: 5.43246 0.75448 5.87955
H: 3.93748 2.74730 6.17129
H: 2.07995 3.11341 4.56620

Summary:
frontier orbital gap (spin up / spin down): 0.205 / 0.258 hartree
HOMO energy (spin up / spin down): -15.063 / -15.057 eV
molecular weight: 493.243 g mol⁻¹
spin multiplicity: 7
<S²>: 12.265
total charge: +2
LUMO energy (spin up / spin down): -9.48 / -8.03 eV

Per-atom natural (NBO) charges, elementary charge units: -0.432 0.454 1.322 -0.306 0.486 0.503 -0.381 0.496 -0.344 0.495 -0.333 -0.291 -0.894 0.710 -0.304 -0.268 -0.177 -0.161 -0.179 -0.233 -0.282 -0.227 -0.180 -0.158 -0.181 -0.221 0.237 0.265 0.254 0.198 0.245 0.250 0.250 0.235 0.189 0.245 0.247 0.248 0.223

***

[2]
Entry from the Open Molecules 2025 dataset: a structure of composition C9H28CoO9P at a distorted geometry (wB97M-V/def2-TZVPD).

Geometry (Å):
Co: 0.07762 0.89650 -0.19465
P: 0.55102 1.65364 -2.61997
O: -0.17920 2.36459 -1.39027
O: 1.82997 2.39169 -3.01641
O: -0.39147 1.49100 -3.80028
O: 0.85192 0.27336 -1.88355
C: 2.36188 -2.22259 1.39447
C: 1.13685 -1.88777 0.56220
C: 0.13922 -3.02276 0.51148
O: 0.49300 -0.70390 1.07841
H: 3.12957 -1.45437 1.31198
H: 2.82868 -3.14843 1.04448
H: 2.13356 -2.42190 2.44890
H: 1.49845 -1.63482 -0.43500
H: 0.62054 -3.96962 0.26067
H: -0.64537 -2.85640 -0.22460
H: -0.31843 -3.16533 1.50060
H: 0.15887 -0.92776 1.95298
C: 0.17648 3.31258 3.15122
C: -0.44409 3.20502 1.77005
O: -0.85545 1.84848 1.49672
H: 0.42002 4.34863 3.39171
H: 1.08642 2.71854 3.23408
H: -0.53978 2.95439 3.89778
H: 0.25147 3.49024 0.98776
H: -1.33818 3.82815 1.70093
H: -1.61995 1.68686 2.05587
C: -3.52623 -1.70232 -0.83012
C: -2.96429 -0.55889 -0.00623
O: -1.90004 0.07691 -0.69495
H: -2.71595 -2.34104 -1.17796
H: -4.06976 -1.31228 -1.69311
H: -4.23591 -2.29201 -0.24310
H: -2.53095 -0.94176 0.92165
H: -3.74404 0.16422 0.25846
H: -2.18168 0.34168 -1.58315
C: -0.78960 -1.91421 -3.82435
O: -0.00473 -2.06509 -2.66213
H: -1.82664 -1.60389 -3.64030
H: -0.32712 -1.19343 -4.50327
H: -0.84154 -2.87979 -4.34564
H: 0.21271 -1.13492 -2.37537
C: 3.18296 1.60973 1.33392
O: 2.10141 1.68636 0.43097
H: 4.05078 1.11521 0.88462
H: 3.50618 2.59816 1.67548
H: 2.86126 1.01774 2.19051
H: 2.32957 2.28161 -0.30351

Summary:
frontier orbital gap (spin up / spin down): 0.182 / 0.180 hartree
HOMO energy (spin up / spin down): -2.893 / -2.846 eV
molecular weight: 370.221 g mol⁻¹
spin multiplicity: 4
<S²>: 3.756
total charge: -1
LUMO energy (spin up / spin down): 2.05 / 2.05 eV

Per-atom natural (NBO) charges, elementary charge units: 1.500 2.489 -1.278 -1.242 -1.243 -1.294 -0.629 0.066 -0.631 -0.757 0.220 0.215 0.185 0.252 0.216 0.249 0.172 0.475 -0.633 -0.070 -0.752 0.213 0.212 0.187 0.235 0.165 0.477 -0.639 -0.051 -0.753 0.234 0.209 0.198 0.160 0.155 0.520 -0.241 -0.811 0.131 0.206 0.136 0.523 -0.240 -0.769 0.172 0.162 0.170 0.529

***

[3]
Entry from the Open Molecules 2025 dataset: a cluster of 8 separate species, C15H45O12PS8 in total at a distorted geometry (wB97M-V/def2-TZVPD).

Geometry (Å):
O: -4.07322 -4.76162 -5.78112
C: -3.30174 -5.62981 -5.52581
O: -3.65141 -6.93094 -5.33654
S: -4.37454 -7.09944 -3.82050
O: -1.96572 -5.42730 -5.44917
P: -1.58943 -4.67696 -3.99286
O: -0.64659 -3.44324 -4.43310
O: -0.73142 -5.75578 -3.11036
H: -5.44751 -6.29520 -3.93659
H: -0.63012 -2.85774 -3.66909
H: -1.14298 -5.71969 -2.25166
C: 0.63471 -0.40969 0.71069
S: 0.82235 -1.56901 -0.64162
O: 0.40254 -0.88617 -1.89940
C: -0.54505 -2.63005 -0.15208
H: 1.37111 0.37970 0.59065
H: -0.36634 0.01991 0.69083
H: 0.80932 -0.92097 1.65586
H: -1.46863 -2.05191 -0.11835
H: -0.33754 -3.06760 0.82380
H: -0.63812 -3.42368 -0.89207
C: -0.43967 3.20865 4.55094
S: 0.72011 1.86346 4.76147
O: 1.25792 1.53090 3.40899
C: -0.50065 0.60339 5.16364
H: 0.10729 4.10421 4.25092
H: -1.16183 2.94372 3.77455
H: -0.94886 3.40039 5.49476
H: -1.21728 0.51427 4.34646
H: -1.00734 0.87865 6.08783
H: 0.01925 -0.34299 5.30096
C: 2.56439 -5.28643 -2.96447
S: 3.50154 -6.42189 -1.93645
O: 4.23602 -5.60624 -0.93784
C: 4.68060 -6.89177 -3.20915
H: 1.78780 -4.83887 -2.35151
H: 3.22236 -4.50674 -3.34820
H: 2.10464 -5.83517 -3.78511
H: 5.19776 -6.00459 -3.57367
H: 4.15459 -7.38889 -4.02389
H: 5.39725 -7.57826 -2.76506
C: -2.20256 7.25282 4.22106
S: -0.74848 6.58813 3.40238
O: 0.13927 6.04552 4.46882
C: -0.07023 8.17320 2.91874
H: -2.76220 6.42080 4.64251
H: -1.89542 7.93040 5.01693
H: -2.81899 7.77665 3.49122
H: 0.08994 8.78864 3.80287
H: -0.75321 8.67167 2.23146
H: 0.87889 7.99710 2.41883
C: 3.90166 3.16233 8.87550
S: 2.93915 2.42111 7.55117
O: 1.51378 2.72984 7.83383
C: 3.21723 0.71757 8.05170
H: 3.82791 4.24250 8.77734
H: 3.49980 2.85215 9.83983
H: 4.94327 2.85636 8.78013
H: 2.86131 0.57187 9.07162
H: 4.28038 0.48885 7.98235
H: 2.66150 0.07538 7.37247
C: -1.58092 -9.13609 -9.70749
S: -0.71864 -9.54799 -8.18480
O: -0.94224 -10.99279 -7.93392
C: -1.82768 -8.64439 -7.09780
H: -1.07399 -9.64047 -10.52643
H: -2.61348 -9.47909 -9.64717
H: -1.54540 -8.05808 -9.86400
H: -2.84405 -9.01879 -7.21463
H: -1.78369 -7.58234 -7.33775
H: -1.49758 -8.79819 -6.07379
C: -0.43321 10.30984 -1.55546
S: -0.73631 11.54017 -0.28212
O: -0.61364 10.84994 1.02823
C: -2.49141 11.72802 -0.61635
H: 0.61164 10.01546 -1.49497
H: -1.07030 9.44206 -1.38597
H: -0.63398 10.74479 -2.53405
H: -2.98993 10.76478 -0.51015
H: -2.62750 12.11863 -1.62433
H: -2.89629 12.43300 0.10547

Summary:
frontier orbital gap: 0.304 hartree
HOMO energy: -8.385 eV
molecular weight: 705.023 g mol⁻¹
spin multiplicity: 1
total charge: 0
LUMO energy: -0.11 eV

Per-atom Löwdin charges, elementary charge units: 0.150 -0.802 -0.436 0.863 -0.141 0.823 -0.200 -0.235 -0.104 0.033 0.032 -0.275 0.803 -0.562 -0.271 0.054 0.061 0.053 0.061 0.056 0.017 -0.271 0.793 -0.562 -0.265 0.003 0.060 0.064 0.051 0.054 0.044 -0.279 0.796 -0.554 -0.274 0.027 0.064 0.050 0.057 0.052 0.048 -0.264 0.819 -0.560 -0.270 0.047 0.060 0.053 0.064 0.029 0.056 -0.271 0.779 -0.571 -0.266 0.050 0.057 0.052 0.058 0.054 0.043 -0.274 0.803 -0.551 -0.284 0.047 0.057 0.052 0.062 0.045 0.053 -0.271 0.812 -0.559 -0.273 0.050 0.058 0.054 0.057 0.053 0.049

***

> Which value of total charge does entry 2 give?

-1

***

> Which value of molecular weight does entry 3 give?

705.023 g mol⁻¹

***

> What is the spin multiplicity in the second record?

4